No. 1
A structure of composition C34H42BN9ReS. Source: the OMol25 dataset; level of theory: ωB97M-V/def2-TZVPD.

Cartesian coordinates (Å):
Re  0.246  -0.710  -0.490
S  -3.031  2.158  1.003
N  3.220  -0.407  -1.601
N  -2.588  2.733  3.584
N  0.274  -2.676  -1.363
N  -0.535  -0.770  -2.892
N  -1.385  -1.884  0.390
N  1.636  1.520  -2.187
N  2.319  -1.068  -0.858
N  -1.787  4.263  2.061
N  0.684  1.217  -1.274
C  -0.985  0.180  -5.036
C  4.356  -1.110  -1.662
C  -0.110  -0.675  -5.643
C  0.033  3.042  -2.390
C  -1.929  -5.526  0.773
C  1.324  0.153  3.624
C  -3.218  -2.221  1.886
C  -0.283  2.135  -1.386
C  0.748  -2.747  -2.662
C  0.547  -1.663  -4.875
C  -1.673  4.857  0.741
C  1.588  -3.681  -3.218
C  -1.268  -3.243  0.271
C  -2.920  1.349  3.874
C  -1.159  0.104  -3.638
C  -2.441  3.099  2.255
C  -0.323  -3.704  -0.707
C  2.905  -2.197  -0.442
C  -3.065  -3.576  1.835
C  1.514  0.594  2.168
C  1.427  -2.639  -5.407
C  1.234  2.100  2.075
C  -2.085  -4.135  0.986
C  -2.358  -1.399  1.142
C  -1.034  -5.957  -0.167
C  4.204  -2.272  -0.928
C  0.479  -0.119  1.302
C  0.265  -1.689  -3.501
C  2.964  0.342  1.760
C  1.933  -3.606  -4.587
C  1.258  2.607  -2.865
C  -0.242  -5.071  -0.921
C  -3.322  3.662  4.439
C  -0.894  4.850  3.049
B  3.119  1.058  -2.104
H  -2.508  4.545  0.122
H  0.072  5.032  2.576
H  3.636  0.835  2.469
H  -1.808  0.808  -3.131
H  -0.740  4.549  0.261
H  2.614  -4.346  -4.989
H  5.196  -0.715  -2.208
H  0.413  -5.469  -1.680
H  -0.752  4.166  3.880
H  -2.725  1.176  4.933
H  -3.970  1.122  3.658
H  -2.290  0.686  3.288
H  -1.146  2.086  -0.739
H  3.606  1.137  -3.203
H  -0.396  -0.312  1.949
H  -1.677  5.942  0.847
H  2.057  0.631  4.280
H  0.325  0.417  3.981
H  1.883  2.659  2.757
H  0.195  2.307  2.339
H  -3.060  3.484  5.482
H  3.685  1.774  -1.304
H  1.683  -2.608  -6.458
H  -0.929  -7.019  -0.352
H  -3.086  4.693  4.197
H  4.925  -3.051  -0.761
H  -4.402  3.518  4.319
H  1.919  3.021  -3.607
H  -3.986  -1.758  2.490
H  2.014  -4.463  -2.607
H  -0.541  3.890  -2.720
H  3.199  -0.722  1.755
H  0.069  -0.623  -6.710
H  1.438  -0.930  3.720
H  1.407  2.463  1.060
H  2.366  -2.895  0.175
H  -3.700  -4.233  2.417
H  -1.530  0.925  -5.600
H  3.181  0.742  0.769
H  -2.535  -6.223  1.335
H  -1.282  5.802  3.419
H  -2.465  -0.324  1.173

## Properties
Multiplicity: 2
HOMO level (alpha / beta), eV: -6.450 / -6.274
Largest force on an atom, eV/A: 0.718
Expectation value of S²: 0.772
E_tot, hartree: -2314.93198
Energy relative to the best compared isomer or geometry (same formula, charge and spin), kJ/mol: 155.7

***

No. 2
A structure of composition C38H37GeN3PPdS3Se. Source: the OMol25 dataset; level of theory: ωB97M-V/def2-TZVPD.

Cartesian coordinates (Å):
Pd  -0.054  -0.017  0.647
Se  0.660  -0.692  2.950
Ge  2.098  0.756  -0.077
S  -2.615  -0.662  0.589
S  0.136  -1.884  -0.832
S  -0.631  2.266  0.980
P  -1.849  -2.174  -0.455
N  -0.960  3.233  4.989
N  -1.645  1.938  -1.466
N  -3.086  2.749  0.120
C  -4.237  -2.775  -4.330
C  1.239  0.994  -2.906
C  4.838  -1.999  -1.721
C  3.990  -0.917  -1.517
C  0.862  1.946  4.101
C  -1.319  1.003  4.179
C  0.022  0.871  3.829
C  -2.012  -4.945  -0.241
C  -4.893  -2.676  -3.107
C  4.015  1.564  1.939
C  -2.781  -2.419  -1.990
C  3.475  -1.726  0.678
C  4.185  3.698  3.036
C  -2.855  -2.699  -4.382
C  -1.868  2.326  -0.218
C  1.870  1.616  -1.825
C  -2.659  1.813  -2.487
C  -2.140  -3.724  1.832
C  4.628  2.395  2.866
C  -2.194  -6.127  1.840
C  1.710  2.882  -4.325
C  3.128  4.165  2.268
C  0.324  3.091  4.667
C  2.512  3.327  1.350
C  2.937  2.008  1.173
C  4.319  -2.806  0.478
C  -2.127  -2.523  -3.211
C  -3.506  2.963  1.499
C  -2.215  -4.922  2.526
C  1.156  1.622  -4.143
C  -2.043  -3.732  0.445
C  -2.093  -6.138  0.455
C  3.303  -0.761  -0.315
C  -1.750  2.188  4.750
C  -4.171  -2.497  -1.941
C  5.001  -2.946  -0.723
C  2.350  3.507  -3.267
C  2.431  2.879  -2.030
H  -5.973  -2.737  -3.067
H  0.967  3.943  4.865
H  3.876  -0.186  -2.310
H  -2.795  2.304  5.021
H  4.441  -3.545  1.260
H  4.663  4.347  3.758
H  2.791  4.486  -3.401
H  -2.145  -2.778  2.359
H  -4.560  3.232  1.480
H  -2.286  -4.911  3.605
H  -1.046  -2.459  -3.243
H  2.775  5.181  2.388
H  -2.938  3.770  1.956
H  -1.931  -4.961  -1.322
H  -4.806  -2.913  -5.240
H  -0.685  1.751  -1.712
H  1.649  3.370  -5.289
H  2.944  -1.632  1.619
H  -2.077  -7.078  -0.082
H  -2.256  -7.060  2.385
H  4.381  0.551  1.827
H  -4.685  -2.407  -0.991
H  5.455  2.022  3.457
H  0.667  1.119  -4.969
H  -3.439  1.115  -2.168
H  -3.103  2.780  -2.742
H  1.678  3.709  0.774
H  0.802  0.010  -2.779
H  -2.190  1.404  -3.379
H  2.938  3.385  -1.218
H  -2.338  -2.777  -5.330
H  1.914  1.904  3.849
H  -2.017  0.201  3.978
H  5.656  -3.794  -0.882
H  5.365  -2.101  -2.661
H  -3.365  2.059  2.092
H  -3.817  2.656  -0.567

## Properties
Multiplicity: 2
HOMO level (alpha / beta), eV: -7.088 / -7.384
Largest force on an atom, eV/A: 0.580
Expectation value of S²: 0.763
E_tot, hartree: -7776.78343
Energy relative to the best compared isomer or geometry (same formula, charge and spin), kJ/mol: 17.4